1.
A 3-piece molecular cluster, C5H14O3 overall at a distorted geometry. Source: the Open Molecules 2025 dataset; level of theory: ωB97M-V/def2-TZVPD.

```
22
Properties=species:S:1:pos:R:3:forces:R:3
O -0.321 3.062 -0.312 -0.7 -0.4 0.2
C -0.728 2.478 -1.285 1.5 -0.7 -1.2
C -1.090 0.990 -1.478 -0.3 -0.1 -1.3
C -0.238 -0.091 -0.725 -2.7 -0.4 -0.7
C -0.221 0.136 0.773 0.3 4.9 -3.0
C -1.150 -1.384 -0.887 4.6 -1.4 0.0
H -0.579 2.968 -2.276 -0.6 0.3 0.2
H -2.178 0.813 -1.262 0.9 0.3 0.1
H -1.030 0.783 -2.635 0.0 0.5 2.1
H 0.751 -0.165 -1.184 -0.2 -0.2 0.1
H 0.203 1.102 1.058 1.2 -0.3 -0.2
H 0.152 -0.618 1.271 1.9 -3.8 2.7
H -1.152 0.424 1.102 -2.9 -0.4 0.7
H -1.572 -1.717 -1.788 -0.5 0.5 -1.8
H -0.556 -2.303 -0.602 -0.2 0.9 -0.1
H -1.874 -1.394 -0.178 -2.4 0.5 2.1
H 3.278 -4.583 1.046 -0.4 2.8 0.9
H 3.690 -5.939 1.496 -0.2 0.2 -0.5
O 3.385 -5.432 0.724 0.5 -3.0 -0.4
H -0.064 3.943 2.939 -3.4 2.5 0.9
H 0.698 3.458 1.629 -0.8 0.5 -0.5
O 0.596 3.468 2.571 4.2 -3.1 -0.3
```
Positions in Å, forces in eV/Å.

largest force on an atom = 5.7 eV/A
ΔE to the lowest compared entry with this formula, charge and spin = 37.2 kcal per mole
HOMO level = -9.860 eV
SMILES string = CC(C)CC=O.O.O
frontier orbital gap = 10.604 eV
LUMO energy = 0.74 eV

Just the Mulliken charges please, in e? Sure, here they are:
1 O -0.44
2 C -0.01
3 C -0.67
4 C 0.50
5 C -1.69
6 C -1.57
7 H 0.28
8 H 0.28
9 H 0.31
10 H 0.35
11 H 0.36
12 H 0.58
13 H 0.43
14 H 0.43
15 H 0.34
16 H 0.49
17 H 0.30
18 H 0.32
19 O -0.62
20 H 0.28
21 H 0.35
22 O -0.62

***

2.
C30H34AsBr4NO2PSi2Zn as an isolated structure. Source: the Open Molecules 2025 dataset; level of theory: ωB97M-V/def2-TZVPD.

```
76
Properties=species:S:1:pos:R:3:forces:R:3
Zn -0.403 -0.286 0.701 -0.1 0.0 -0.2
Br -2.906 5.279 3.892 0.0 0.0 0.0
C -1.757 4.064 3.009 0.1 -0.1 -0.1
C -0.402 4.326 2.885 -0.1 -0.1 -0.1
Br 0.344 5.922 3.573 0.0 0.0 0.0
C 0.425 3.391 2.235 -0.1 0.0 0.0
Br 2.281 3.677 1.985 0.0 0.1 0.1
C -0.073 2.203 1.712 0.1 -0.2 -0.2
O 0.683 1.315 1.100 0.0 0.2 0.4
C -1.484 1.939 1.823 -0.1 -0.2 -0.2
O -1.954 0.818 1.303 0.1 0.4 0.2
C -2.282 2.871 2.474 0.0 0.1 0.0
Br -4.128 2.457 2.562 0.0 0.0 0.0
N -3.053 -0.783 -0.932 0.1 0.2 0.0
C -2.838 -0.610 -2.281 0.0 0.0 0.2
C -3.739 -1.198 -3.188 0.0 0.0 0.0
C -3.602 -1.030 -4.548 0.0 0.0 0.0
C -2.563 -0.258 -5.065 0.0 0.0 0.0
C -1.650 0.289 -4.185 0.0 0.0 0.0
C -1.732 0.100 -2.803 0.0 0.0 0.0
P -0.431 0.684 -1.669 0.0 -0.2 -0.1
C 1.197 0.325 -2.437 0.0 0.2 -0.1
C 2.074 -0.488 -1.727 0.0 -0.1 0.0
C 3.347 -0.770 -2.212 -0.1 0.0 0.0
C 3.760 -0.229 -3.418 0.0 0.0 0.0
C 2.907 0.614 -4.125 0.0 0.0 0.0
C 1.642 0.895 -3.633 0.1 0.0 0.1
C -0.516 2.502 -1.773 -0.1 0.0 0.2
C -1.666 3.158 -2.205 0.0 0.0 -0.1
C -1.745 4.545 -2.153 0.0 -0.1 0.0
C -0.683 5.285 -1.654 0.0 -0.1 0.0
C 0.459 4.634 -1.201 0.0 0.0 0.0
C 0.542 3.251 -1.256 0.1 0.1 0.0
H -3.920 -1.227 -0.680 0.0 -0.1 0.0
H -2.794 -0.057 -0.264 0.1 0.0 -0.1
H -4.568 -1.777 -2.793 0.0 0.0 0.0
H -4.320 -1.491 -5.216 0.0 0.0 0.0
H -2.465 -0.096 -6.130 0.0 0.0 0.0
H -0.840 0.883 -4.585 0.0 0.0 0.0
H 1.762 -0.909 -0.777 0.0 0.0 0.0
H 4.009 -1.408 -1.638 0.0 0.0 0.0
H 4.750 -0.443 -3.801 0.0 0.0 0.0
H 3.233 1.061 -5.057 0.0 0.0 0.0
H 1.018 1.601 -4.165 0.0 0.0 0.0
H -2.503 2.584 -2.584 0.0 0.0 0.0
H -2.645 5.045 -2.491 0.0 0.0 0.0
H -0.750 6.364 -1.600 0.0 0.0 0.0
H 1.279 5.202 -0.780 0.0 0.0 0.0
H 1.416 2.748 -0.859 0.0 0.0 0.0
C 1.551 -5.309 1.703 0.0 -0.2 0.1
Si 1.445 -3.628 0.885 -0.1 0.1 0.0
C 1.358 -3.987 -0.949 0.0 0.0 -0.3
C 3.047 -2.745 1.298 0.2 0.2 0.1
As -0.520 -2.553 1.483 0.0 0.0 0.0
Si 0.022 -1.862 3.658 -0.1 -0.2 -0.1
C -1.547 -1.103 4.321 -0.2 0.2 0.0
C 1.411 -0.634 3.828 0.3 0.2 -0.1
C 0.472 -3.335 4.734 0.0 -0.2 0.1
H 2.471 -5.817 1.386 -0.1 0.0 0.0
H 0.698 -5.931 1.415 0.1 0.0 0.0
H 1.559 -5.236 2.794 0.0 0.0 -0.1
H 2.295 -4.424 -1.314 -0.1 0.0 0.0
H 1.142 -3.096 -1.543 0.0 0.0 0.0
H 0.551 -4.704 -1.128 0.1 0.0 0.0
H 3.886 -3.182 0.743 -0.1 0.0 0.1
H 3.257 -2.858 2.368 0.0 0.0 -0.1
H 3.005 -1.671 1.092 0.0 -0.1 0.0
H -1.918 -0.323 3.644 0.0 -0.1 0.1
H -1.389 -0.657 5.310 0.0 0.0 -0.1
H -2.326 -1.869 4.400 0.0 0.1 0.0
H 1.296 0.225 3.158 0.0 -0.1 0.1
H 2.372 -1.102 3.595 0.0 0.1 0.1
H 1.446 -0.267 4.860 0.0 0.0 -0.1
H -0.236 -4.160 4.600 0.1 0.1 0.0
H 0.462 -3.038 5.791 0.0 -0.1 -0.1
H 1.476 -3.706 4.499 -0.1 0.0 0.0
```
Positions in Å, forces in eV/Å.

largest force on an atom = 0.5 eV/A
net charge = -1
HOMO level = -4.390 eV
frontier orbital gap = 6.822 eV
LUMO energy = 2.43 eV

Just the Mulliken charges please, in e? Sure, here they are:
1 Zn 3.03
2 Br -0.21
3 C 0.27
4 C 0.36
5 Br -0.21
6 C 0.13
7 Br -0.19
8 C -0.23
9 O -1.01
10 C -0.04
11 O -1.23
12 C 0.27
13 Br -0.20
14 N -0.19
15 C 0.61
16 C -0.76
17 C -0.57
18 C -1.05
19 C -0.06
20 C 0.17
21 P 0.45
22 C 0.43
23 C 0.07
24 C -0.62
25 C -0.58
26 C -0.82
27 C -0.26
28 C 0.50
29 C -0.52
30 C -0.77
31 C -0.56
32 C -0.66
33 C -0.77
34 H 0.28
35 H -0.05
36 H 0.32
37 H 0.37
38 H 0.43
39 H 0.12
40 H -0.24
41 H 0.44
42 H 0.37
43 H 0.39
44 H 0.30
45 H 0.39
46 H 0.40
47 H 0.38
48 H 0.40
49 H 0.58
50 C -1.09
51 Si 0.45
52 C -0.95
53 C -1.08
54 As -0.61
55 Si 0.51
56 C -0.81
57 C -0.65
58 C -1.21
59 H 0.31
60 H 0.29
61 H 0.24
62 H 0.33
63 H 0.16
64 H 0.32
65 H 0.43
66 H 0.34
67 H 0.25
68 H 0.06
69 H 0.32
70 H 0.26
71 H -0.10
72 H 0.23
73 H 0.39
74 H 0.32
75 H 0.36
76 H 0.25

***

Which value of largest force on an atom does entry 1 give?
5.7 eV/A